Arrangement A

Computed, not measured: a structure of composition C21H23IrN6OS2, with wB97M-V/def2-TZVPD.

Computed properties:
- E_LUMO (alpha / beta) (eV) = -3.63 / -5.10
- highest occupied orbital energy (alpha / beta) (Eh) = -0.3872 / -0.3863
- frontier orbital gap (alpha / beta) (eV) = 6.905 / 5.407

```
! RIJCOSX wB97M-V def2-TZVPD def2/J DEFGRID3
* xyz 1 2
Ir -0.224 -0.121 0.171
N 3.239 -2.238 -1.146
C 2.173 -1.457 -0.980
S 1.137 -1.846 0.422
N 1.943 -0.526 -1.879
N 0.861 0.223 -1.556
C 0.477 1.198 -2.295
C -0.730 1.905 -1.847
C -1.287 2.952 -2.561
C -2.430 3.568 -2.076
C -2.984 3.133 -0.882
C -2.379 2.086 -0.210
N -1.295 1.475 -0.691
H 3.478 -2.937 -0.466
H 3.857 -2.069 -1.923
H 1.009 1.478 -3.197
H -0.822 3.278 -3.481
H -2.877 4.389 -2.619
H -3.864 3.601 -0.466
H -2.746 1.714 0.739
C -2.430 -0.845 -1.959
N -1.831 -1.404 -0.721
C -1.367 -2.768 -1.098
C -2.935 -1.544 0.290
C -2.430 -1.405 1.690
C -3.145 -1.938 2.759
C -2.671 -1.791 4.049
C -1.468 -1.128 4.259
C -0.762 -0.601 3.189
C -1.240 -0.705 1.879
H -3.200 -1.531 -2.320
H -1.663 -0.748 -2.726
H -2.894 0.116 -1.772
H -2.179 -3.288 -1.611
H -1.094 -3.319 -0.202
H -0.504 -2.699 -1.757
H -3.421 -2.510 0.129
H -3.679 -0.775 0.065
H -4.068 -2.477 2.578
H -3.222 -2.205 4.883
H -1.072 -1.028 5.262
H 0.179 -0.105 3.387
O 2.861 0.236 0.959
N 2.890 0.930 2.024
C 4.004 0.927 2.814
C 4.055 1.638 3.977
C 2.945 2.383 4.386
C 1.824 2.379 3.596
C 1.791 1.668 2.390
S 0.444 1.814 1.326
H 4.806 0.318 2.427
H 4.960 1.603 4.567
H 2.966 2.945 5.309
H 0.936 2.928 3.878
*
```

=====

Arrangement B

Computed, not measured: a structure of composition C21H23IrN6OS2, with wB97M-V/def2-TZVPD.

Computed properties:
- E_LUMO (alpha / beta) (eV) = -2.92 / -4.72
- highest occupied orbital energy (alpha / beta) (Eh) = -0.3967 / -0.3955
- frontier orbital gap (alpha / beta) (eV) = 7.879 / 6.047

```
! RIJCOSX wB97M-V def2-TZVPD def2/J DEFGRID3
* xyz 1 2
Ir -0.262 -1.051 -0.302
N -2.220 0.392 3.502
C -1.695 0.244 2.270
S -0.954 -1.290 1.937
N -1.789 1.245 1.446
N -1.233 1.043 0.203
C -1.451 2.050 -0.563
C -1.007 2.185 -1.951
C -1.231 3.380 -2.627
C -0.783 3.488 -3.935
C -0.130 2.408 -4.508
C 0.044 1.259 -3.747
N -0.388 1.140 -2.500
H -2.266 -0.385 4.135
H -2.712 1.241 3.723
H -2.013 2.872 -0.131
H -1.740 4.199 -2.138
H -0.939 4.400 -4.495
H 0.239 2.453 -5.523
H 0.557 0.400 -4.168
C 2.123 0.803 -0.598
N 1.752 -0.385 0.196
C 1.980 -0.075 1.623
C 2.632 -1.525 -0.187
C 1.976 -2.805 0.232
C 2.678 -3.951 0.575
C 1.988 -5.113 0.890
C 0.601 -5.129 0.866
C -0.111 -3.982 0.538
C 0.580 -2.822 0.214
H 3.162 1.078 -0.394
H 1.474 1.633 -0.327
H 1.998 0.588 -1.656
H 3.014 0.258 1.752
H 1.802 -0.956 2.232
H 1.303 0.716 1.941
H 3.625 -1.390 0.250
H 2.736 -1.510 -1.273
H 3.761 -3.936 0.597
H 2.536 -6.006 1.161
H 0.065 -6.035 1.115
H -1.192 -3.999 0.542
O 0.424 -1.455 -2.182
N -0.468 -1.999 -3.025
C 0.019 -2.360 -4.241
C -0.808 -2.887 -5.183
C -2.168 -3.054 -4.878
C -2.632 -2.700 -3.642
C -1.759 -2.166 -2.675
S -2.277 -1.761 -1.089
H 1.078 -2.191 -4.363
H -0.405 -3.169 -6.144
H -2.841 -3.469 -5.614
H -3.668 -2.826 -3.363
*
```

=====

Of them, arrangement B has the highest stability.

=====

Arrangement A

Computed, not measured: a structure of composition H10O5, with wB97M-V/def2-TZVPD.

Computed properties:
- E_LUMO (eV) = 0.50
- highest occupied orbital energy (Eh) = -0.2403
- frontier orbital gap (eV) = 7.035

```
! RIJCOSX wB97M-V def2-TZVPD def2/J DEFGRID3
* xyz 0 1
H 1.044 0.224 1.465
H 0.663 0.996 0.212
H -0.221 -0.300 -0.520
H -1.412 -0.692 0.340
H 2.038 -1.561 -1.571
H 2.875 -0.352 -1.186
H -2.836 -1.901 2.983
H -3.527 -3.002 2.196
H 0.655 3.262 -3.196
H 1.172 4.663 -2.913
O 0.290 0.436 0.903
O -0.476 -0.880 0.207
O 1.962 -0.655 -1.251
O -2.917 -2.860 2.928
O 1.084 3.791 -2.514
*
```

=====

Arrangement B

Computed, not measured: a cluster of 5 separate species, H10O5 in total, with wB97M-V/def2-TZVPD.

Computed properties:
- E_LUMO (eV) = -0.17
- highest occupied orbital energy (Eh) = -0.4109
- frontier orbital gap (eV) = 11.012
- SMILES = O.O.O.O.O

```
! RIJCOSX wB97M-V def2-TZVPD def2/J DEFGRID3
* xyz 0 1
O 1.578 -10.686 -26.180
H 1.743 -10.485 -25.267
H 2.288 -11.239 -26.464
O 3.835 -12.374 -26.133
H 4.253 -11.496 -26.100
H 4.470 -12.997 -26.473
O 6.283 -13.143 -24.166
H 5.926 -12.873 -23.311
H 6.681 -12.377 -24.570
O 4.320 -9.773 -25.538
H 5.052 -9.265 -25.116
H 3.608 -9.896 -24.905
O 3.411 -12.459 -23.343
H 3.670 -12.473 -24.257
H 3.820 -11.665 -23.052
*
```

=====

Of them, arrangement B has the highest stability.

=====

Arrangement A

Computed, not measured: a cluster of 5 separate species, H10O5 in total, with wB97M-V/def2-TZVPD.

Computed properties:
- E_LUMO (eV) = -0.20
- highest occupied orbital energy (Eh) = -0.3709
- frontier orbital gap (eV) = 9.897
- SMILES = O.O.O.O.O

```
! RIJCOSX wB97M-V def2-TZVPD def2/J DEFGRID3
* xyz 0 1
O -0.410 -0.576 1.348
H -0.913 -0.270 2.075
H -0.805 -1.442 1.268
O 0.065 2.727 -1.311
H 0.593 2.072 -0.893
H -0.640 2.995 -0.659
O 0.895 -3.215 -1.057
H 0.068 -2.808 -0.707
H 0.880 -4.079 -0.645
O -1.895 1.495 0.288
H -1.716 2.139 0.953
H -1.298 0.736 0.399
O 1.660 0.439 -0.335
H 1.123 -0.229 0.070
H 2.393 0.017 -0.794
*
```

=====

Arrangement B

Computed, not measured: a cluster of 5 separate species, H10O5 in total, with wB97M-V/def2-TZVPD.

Computed properties:
- E_LUMO (eV) = 0.30
- highest occupied orbital energy (Eh) = -0.3677
- frontier orbital gap (eV) = 10.305
- SMILES = O.O.O.O.O

```
! RIJCOSX wB97M-V def2-TZVPD def2/J DEFGRID3
* xyz 0 1
O 1.718 0.419 -0.461
H 1.075 0.120 0.183
H 2.511 -0.115 -0.311
O -0.556 -0.591 0.788
H -0.577 -1.074 1.592
H -1.442 -0.602 0.420
O 0.588 -1.739 2.931
H 1.022 -2.366 2.377
H 1.093 -0.926 2.918
O -1.609 1.947 -1.466
H -1.305 2.734 -1.943
H -1.679 2.105 -0.552
O -0.312 -0.192 -2.466
H 0.408 -0.157 -1.803
H -0.937 0.433 -2.214
*
```

=====

Of them, arrangement B has the highest stability.

=====

Arrangement A

Computed, not measured: a cluster of 5 separate species, H10O5 in total, with wB97M-V/def2-TZVPD.

Computed properties:
- E_LUMO (eV) = 0.36
- highest occupied orbital energy (Eh) = -0.3857
- frontier orbital gap (eV) = 10.858
- SMILES = O.O.O.O.O

```
! RIJCOSX wB97M-V def2-TZVPD def2/J DEFGRID3
* xyz 0 1
O -0.975 1.185 -2.285
H -0.977 1.829 -1.672
H -1.018 1.483 -3.249
O 0.271 -0.089 -0.027
H -0.122 0.283 -0.828
H 0.027 -0.987 0.062
O -1.565 0.590 2.006
H -0.828 0.269 1.497
H -2.437 0.269 1.661
O 0.595 -3.089 0.031
H 0.042 -3.714 0.256
H 1.033 -3.014 0.817
O 2.131 1.772 0.947
H 2.460 2.095 0.159
H 1.364 1.115 0.627
*
```

=====

Arrangement B

Computed, not measured: a cluster of 5 separate species, H10O5 in total, with wB97M-V/def2-TZVPD.

Computed properties:
- E_LUMO (eV) = 0.86
- highest occupied orbital energy (Eh) = -0.4071
- frontier orbital gap (eV) = 11.942
- SMILES = O.O.O.O.O

```
! RIJCOSX wB97M-V def2-TZVPD def2/J DEFGRID3
* xyz 0 1
O 4.489 5.504 3.706
H 3.625 5.237 4.062
H 5.177 4.814 4.056
O 6.822 4.422 4.315
H 7.429 5.161 4.419
H 7.200 3.563 4.435
O 6.633 8.975 5.207
H 5.942 8.989 4.534
H 6.875 9.850 5.450
O 8.447 6.647 4.419
H 9.137 7.030 3.879
H 7.791 7.340 4.685
O 4.251 8.300 3.904
H 3.498 8.742 3.610
H 4.250 7.308 3.800
*
```

=====

Arrangement C

Computed, not measured: a cluster of 5 separate species, H10O5 in total, with wB97M-V/def2-TZVPD.

Computed properties:
- E_LUMO (eV) = 0.47
- highest occupied orbital energy (Eh) = -0.4153
- frontier orbital gap (eV) = 11.775
- SMILES = O.O.O.O.O

```
! RIJCOSX wB97M-V def2-TZVPD def2/J DEFGRID3
* xyz 0 1
H 1.371 1.433 0.627
H 0.606 2.560 0.017
H -1.045 -0.092 0.705
H -0.535 -0.041 2.166
H -3.304 0.123 -0.050
H -1.915 -0.114 -0.722
H 0.262 -0.862 -1.217
H 0.213 0.551 -1.565
H 1.450 -1.116 0.456
H 2.610 -2.189 0.374
O 1.339 1.924 -0.251
O -0.263 -0.014 1.249
O -2.514 -0.426 -0.071
O -0.367 -0.192 -1.571
O 2.092 -1.545 -0.147
*
```

=====

Arrangement D

Computed, not measured: a cluster of 5 separate species, H10O5 in total, with wB97M-V/def2-TZVPD.

Computed properties:
- E_LUMO (eV) = 0.04
- highest occupied orbital energy (Eh) = -0.3861
- frontier orbital gap (eV) = 10.544
- SMILES = O.O.O.O.O

```
! RIJCOSX wB97M-V def2-TZVPD def2/J DEFGRID3
* xyz 0 1
O 0.493 -2.258 0.559
H 0.037 -2.739 1.255
H 0.777 -2.898 -0.106
O 1.232 0.320 0.109
H 2.153 0.443 0.141
H 1.036 -0.619 0.211
O -1.901 -1.171 -0.612
H -1.028 -1.503 -0.329
H -2.200 -0.592 0.091
O -0.751 1.873 1.452
H -0.033 1.336 1.046
H -0.383 2.736 1.310
O 0.084 1.501 -1.984
H 0.173 2.419 -1.994
H 0.312 1.153 -1.147
*
```

=====

Of them, arrangement B has the highest stability.